Molecular formula: C17H26N4O4S
Method: DFT, the ωB97M-V functional and the def2-TZVPD basis

Computed properties:
* HOMO energy: -8.04 eV
* E_LUMO: 0.4 eV
* frontier orbital gap: 8.43 eV
* energy above the lowest of the compared OMol25 structures with the same formula, charge and spin: 8.3 kJ/mol
* multiplicity: 1

Geometry (Å):
C1 -7.676 -0.740 -0.082
H1 -8.644 -1.196 -0.276
H2 -7.602 0.178 -0.660
H3 -7.617 -0.484 0.974
C2 -6.546 -1.700 -0.460
C3 -5.210 -1.069 -0.193
C4 -4.580 -0.300 -1.163
C5 -3.370 0.320 -0.915
C6 -2.766 0.178 0.330
C7 -3.390 -0.588 1.311
C8 -4.598 -1.201 1.048
H4 -5.073 -1.793 1.816
H5 -2.922 -0.699 2.279
N1 -1.543 0.776 0.639
C9 -0.741 1.548 -0.111
O1 -0.895 1.913 -1.264
C10 0.508 1.945 0.684
O2 0.681 1.561 1.833
N2 1.334 2.712 -0.028
C11 2.614 3.180 0.430
H6 2.595 4.273 0.506
H7 2.770 2.764 1.428
C12 3.775 2.794 -0.518
N3 4.163 1.420 -0.632
C13 4.630 0.727 0.547
H8 5.439 0.051 0.242
C14 3.548 -0.136 1.211
N4 2.960 -1.046 0.246
S1 3.830 -2.442 -0.067
O3 4.066 -2.596 -1.475
O4 4.949 -2.531 0.825
C15 2.614 -3.686 0.432
H9 2.394 -3.524 1.478
H10 3.046 -4.666 0.275
H11 1.732 -3.553 -0.180
C16 2.437 -0.373 -0.925
H12 1.549 0.187 -0.620
C17 3.496 0.540 -1.563
H13 4.259 -0.119 -1.997
H14 3.046 1.128 -2.365
H15 2.145 -1.140 -1.641
H16 2.740 0.466 1.634
H17 3.993 -0.745 1.997
H18 5.030 1.452 1.257
H19 3.533 3.154 -1.522
H20 4.653 3.351 -0.168
H21 1.030 2.932 -0.970
H22 -1.179 0.618 1.578
H23 -2.889 0.913 -1.676
H24 -5.041 -0.185 -2.133
H25 -6.630 -1.954 -1.519
H26 -6.645 -2.618 0.121

Cartesian forces (eV/Å) of the 2 atoms listed first:
0.02 -0.21 -0.08
-0.14 0.02 0.01

Mulliken population analysis, charges in e, atoms 1 to 6: C -1.0500; H 0.3481; H 0.3231; H 0.3238; C -0.9890; C 0.5852